No. 1
C16H14BeN4O3S | the ωB97M-V functional and the def2-TZVPD basis

Last column: Löwdin charge in e.
CARTESIAN COORDINATES (ANGSTROEM)
Be  -0.1105  -0.1072  -0.1093  0.2337
O  0.8699  -0.6046  -1.5244  0.0923
C  0.9795  0.2342  -2.4642  -0.2858
O  -1.3407  0.6466  -0.8124  0.1366
C  -1.1235  1.3106  -1.8674  -0.3695
O  -1.8957  2.3147  -2.1762  0.1571
N  -0.1020  1.1059  -2.7476  0.1103
C  -1.3924  2.9106  -3.4121  -0.0441
C  -0.1584  2.1563  -3.8034  -0.0576
H  -1.1852  3.9711  -3.1993  0.1571
H  -2.1538  2.7856  -4.1870  0.1527
H  0.7533  2.7826  -3.7530  0.1438
H  -0.2425  1.6606  -4.7991  0.1643
C  2.1492  0.4335  -3.2959  -0.0541
C  3.3568  -0.1699  -3.1358  0.1661
H  2.0613  1.1971  -4.0748  0.1090
H  3.5629  -0.8731  -2.3303  0.0977
H  4.1136  0.0766  -3.8986  0.1089
N  0.3233  -1.4679  3.2897  0.2110
C  -1.0322  -1.8234  3.3909  -0.1504
C  -1.7709  -2.4148  4.4163  0.0167
C  -3.1694  -2.5314  4.2212  -0.0398
C  -3.7547  -2.0289  3.0504  -0.0451
C  -2.9959  -1.4055  2.0376  0.0152
C  -1.6188  -1.3503  2.1941  -0.1684
N  -0.6222  -0.7804  1.3825  0.1614
C  0.5217  -0.8402  2.1104  -0.2022
C  1.6829  -0.1891  1.6052  -0.2717
C  3.0066  -0.2063  1.9762  -0.2506
S  3.8907  0.9305  1.0113  1.1426
C  2.4733  1.2385  0.0598  -0.3518
N  1.3892  0.6115  0.5162  0.0133
H  1.0600  -1.7071  3.9491  0.1889
H  -1.2719  -2.7876  5.3278  0.1297
H  -3.8257  -3.0069  4.9628  0.1261
H  -4.8320  -2.1517  2.9869  0.1178
H  -3.4570  -0.9602  1.1537  0.1232
H  3.3824  -0.9128  2.7165  0.1090
H  2.4786  1.9528  -0.7676  0.1065

## Properties
**HOMO energy**: -14.36 eV
**2S+1**: 1
**Total energy**: -1475.41302 Eh
**HOMO-LUMO gap**: 6.717 eV
**Charge**: +2

=====

No. 2
C3H6N2O2 | the ωB97M-V functional and the def2-TZVPD basis

Last column: Löwdin charge in e.
CARTESIAN COORDINATES (ANGSTROEM)
N  -1.5035  0.8015  -0.3097  0.1735
C  -1.3323  -0.5188  -0.0406  -0.5241
O  -2.1853  -1.3650  -0.2439  0.0420
C  0.0322  -0.8963  0.5538  -0.0926
N  1.1733  -0.4880  -0.2557  0.0367
C  1.6454  0.7705  -0.1291  -0.3529
O  1.1557  1.5908  0.6330  -0.0087
H  -2.3935  1.0872  -0.6896  0.1134
H  -0.8317  1.4965  -0.0083  0.0785
H  0.0380  -1.9771  0.6925  0.1259
H  0.1330  -0.4143  1.5337  0.1307
H  1.5558  -1.0944  -0.9688  0.1423
H  2.5129  1.0073  -0.7674  0.1353

## Properties
**HOMO energy**: -9.71 eV
**2S+1**: 1
**SMILES string**: NC(=O)CNC=O
**Total energy**: -377.94262 Eh
**Relative energy (zero: lowest compared OMol25 entry of this formula, charge and spin)**: 0.4548 eV
**HOMO-LUMO gap**: 10.452 eV
**Charge**: 0

=====

No. 3
H8O4 | the ωB97M-V functional and the def2-TZVPD basis

Last column: Löwdin charge in e.
CARTESIAN COORDINATES (ANGSTROEM)
O  0.0441  -0.1418  1.0774  -0.0258
H  -0.3139  -0.5638  1.7384  -0.0520
H  -0.6819  -0.0728  0.3664  0.0555
O  1.4551  -2.3698  0.0144  -0.0063
H  1.3321  -1.7258  0.7114  0.0103
H  0.8171  -2.4368  -0.5866  -0.0523
O  -1.8359  1.1062  -0.2786  -0.0548
H  -2.6019  0.5332  -0.2636  0.0520
H  -1.9279  1.5162  0.6254  0.0942
O  1.5941  1.4742  -1.1936  -0.0150
H  0.9681  1.1442  -1.8206  0.0226
H  1.1511  1.5362  -0.3906  -0.0283

## Properties
**HOMO energy**: -10.91 eV
**2S+1**: 1
**SMILES string**: O.O.O.O
**Total energy**: -305.71316 Eh
**Relative energy (zero: lowest compared OMol25 entry of this formula, charge and spin)**: 1.7973 eV
**HOMO-LUMO gap**: 10.883 eV
**Charge**: 0

=====

No. 4
C37H31N5O3Sn | the ωB97M-V functional and the def2-TZVPD basis

Last column: Löwdin charge in e.
CARTESIAN COORDINATES (ANGSTROEM)
Sn  -0.2056  0.0187  0.2715  1.4198
N  -1.7964  0.9408  -4.0282  0.1605
C  -1.8347  0.5997  -2.7485  -0.0872
N  -0.8870  -0.0643  -2.1424  0.0684
C  0.2385  -0.4273  -2.8515  -0.2763
N  1.1681  -1.1482  -2.2880  0.1140
N  0.8781  -1.3981  -0.9678  -0.0818
C  1.2303  -2.5168  -0.4648  0.0159
C  0.8279  -2.8263  0.9126  -0.2318
C  1.2960  -3.9404  1.5795  0.0325
C  0.8800  -4.1499  2.8897  0.0037
C  0.0271  -3.2349  3.4792  0.0033
C  -0.4000  -2.1400  2.7407  -0.0738
N  -0.0268  -1.9563  1.4778  0.0150
C  0.3766  -0.0261  -4.2398  -0.0818
C  1.5156  -0.3047  -5.0036  0.0076
C  1.5709  0.0962  -6.3189  -0.0353
C  0.4928  0.7777  -6.8940  -0.0288
C  -0.6370  1.0654  -6.1582  0.0080
C  -0.6842  0.6603  -4.8284  -0.1571
H  -2.5887  1.4208  -4.4305  0.1756
H  -2.7093  0.9006  -2.1872  0.1313
H  1.7755  -3.2337  -1.0695  0.1576
H  1.9749  -4.6230  1.0871  0.1344
H  1.2270  -5.0133  3.4406  0.1313
H  -0.3111  -3.3570  4.4980  0.1274
H  -1.0521  -1.3924  3.1732  0.1282
H  2.3364  -0.8391  -4.5465  0.1212
H  2.4467  -0.1194  -6.9143  0.1205
H  0.5440  1.0851  -7.9296  0.1237
H  -1.4703  1.5953  -6.6016  0.1264
C  3.3771  1.8667  5.8157  -0.0328
O  3.5944  2.8620  4.8132  -0.0283
C  3.0898  2.6845  3.6010  -0.2523
C  3.3280  3.7400  2.6912  0.0292
C  2.8608  3.6382  1.4211  0.0092
C  2.1078  2.5124  0.9798  -0.1098
C  1.6329  2.4361  -0.3542  -0.3122
C  2.1553  3.2986  -1.4561  0.0375
O  0.7445  1.6046  -0.7344  -0.1076
C  1.8873  1.4571  1.9132  -0.2810
O  1.2847  0.3129  1.5857  -0.1765
C  2.3810  1.5536  3.2084  0.0712
H  3.8250  2.2605  6.7212  0.1038
H  3.8672  0.9328  5.5379  0.1027
H  2.3099  1.7061  5.9723  0.1006
H  3.8789  4.6042  3.0324  0.1343
H  3.0451  4.4564  0.7418  0.1146
H  2.5609  4.2479  -1.1266  0.0804
H  1.3722  3.4594  -2.1936  0.0997
H  2.9660  2.7428  -1.9369  0.1186
H  2.2143  0.7223  3.8760  0.1199
C  -6.6485  0.6308  3.4149  -0.0563
C  -5.7596  1.6892  3.2676  -0.0542
C  -4.5487  1.5017  2.6262  -0.0224
C  -4.2079  0.2413  2.1244  -0.2197
C  -5.0974  -0.8204  2.3061  -0.0356
C  -6.3148  -0.6275  2.9372  -0.0613
C  -2.9289  -0.0532  1.4640  -0.0867
C  -2.0830  0.7903  0.8462  -0.2180
C  -2.3082  2.2157  0.4653  -0.2941
C  -3.4302  2.5360  -0.3007  -0.0678
C  -3.6778  3.8521  -0.6603  -0.0538
C  -2.8038  4.8570  -0.2644  -0.0587
C  -1.6845  4.5430  0.4922  -0.0502
C  -1.4351  3.2254  0.8542  -0.0466
H  -7.5952  0.7862  3.9144  0.1146
H  -6.0124  2.6643  3.6617  0.1138
H  -3.8596  2.3297  2.5424  0.1147
H  -4.8323  -1.8063  1.9404  0.1142
H  -6.9982  -1.4561  3.0625  0.1130
H  -2.6720  -1.1086  1.4755  0.0853
H  -4.1287  1.7536  -0.5762  0.1233
H  -4.5624  4.0966  -1.2337  0.1141
H  -3.0008  5.8846  -0.5381  0.1141
H  -1.0088  5.3252  0.8126  0.1145
H  -0.5649  2.9904  1.4589  0.1101

## Properties
**HOMO energy**: -13.07 eV
**2S+1**: 1
**Total energy**: -2141.89468 Eh
**Relative energy (zero: lowest compared OMol25 entry of this formula, charge and spin)**: 0.0000 eV
**HOMO-LUMO gap**: 6.631 eV
**Charge**: +2

=====

No. 5
CH5ClS | the ωB97M-V functional and the def2-TZVPD basis

Last column: Löwdin charge in e.
CARTESIAN COORDINATES (ANGSTROEM)
C  -1.3334  0.1213  -0.2428  -0.5117
Cl  -3.1179  -0.2336  -0.0557  0.4086
H  -1.0325  0.1817  0.8001  0.0009
H  -0.6026  -0.5826  -0.7566  0.0389
H  -1.2870  1.1373  -0.6258  0.0161
S  2.5180  -0.1616  -0.1481  0.2901
H  2.4680  -1.5549  0.3323  -0.1367
H  2.3875  1.0922  0.6967  -0.1061

## Properties
**HOMO energy**: -10.03 eV
**2S+1**: 1
**SMILES string**: CCl.S
**Total energy**: -899.40475 Eh
**Relative energy (zero: lowest compared OMol25 entry of this formula, charge and spin)**: 1.6628 eV
**HOMO-LUMO gap**: 9.825 eV
**Charge**: 0

=====

No. 6
C7H7ClFNO2Si | the ωB97M-V functional and the def2-TZVPD basis

Last column: Löwdin charge in e.
CARTESIAN COORDINATES (ANGSTROEM)
C  -3.4066  0.3516  -0.1870  -0.1016
C  -2.7861  0.1404  1.0068  -0.1234
C  -2.6651  0.2933  -1.3413  -0.0475
C  -1.4826  -0.1306  1.1924  -0.0504
C  -1.2690  0.0560  -1.1781  -0.0300
C  -0.6750  -0.2213  0.0558  -0.2884
C  0.7591  -0.4789  0.0781  -0.0660
N  3.6382  -0.9572  -0.5382  -0.5725
O  3.5781  -1.2796  0.6392  -0.0602
O  4.5898  -0.8047  -1.2543  -0.0067
F  1.9323  -0.5250  -2.7188  -0.0789
Si  2.0135  -0.6121  -1.1801  0.7792
Cl  4.0715  2.1757  2.0496  0.1796
H  -4.5399  0.5662  -0.2698  0.1431
H  -3.3928  0.3987  1.9603  0.1443
H  -2.9986  0.3138  -2.3563  0.1013
H  -1.0386  -0.3589  2.1628  0.1257
H  -0.5854  0.1259  -1.9625  0.0711
H  3.0946  1.5492  2.8049  -0.1622
H  1.1627  -0.6027  1.0365  0.0434

## Properties
**HOMO energy (alpha / beta)**: -6.31 / -9.94 eV
**2S+1**: 3
**Total energy**: -1325.54745 Eh
**<S²>**: 2.033
**HOMO-LUMO gap (alpha / beta)**: 6.107 / 7.249 eV
**Charge**: 0

=====

No. 7
C5H10N2O | the ωB97M-V functional and the def2-TZVPD basis

Last column: Löwdin charge in e.
CARTESIAN COORDINATES (ANGSTROEM)
O  -1.0828  3.0942  -0.3708  0.1006
C  -1.2737  1.9066  -0.2529  -0.2235
C  -0.7734  0.8530  -1.3514  -0.1545
C  0.6644  0.4597  -1.2260  -0.1522
C  0.7564  -1.1464  -0.8288  -0.1218
N  0.4202  -1.0673  2.7864  0.1584
C  0.0643  -0.8384  1.4476  -0.1070
N  0.5446  -1.5714  0.5298  0.2192
H  -1.7682  1.4336  0.5939  0.1031
H  -0.7834  1.3489  -2.3675  0.1469
H  -1.4758  -0.0247  -1.2829  0.1306
H  1.2569  0.4570  -2.1789  0.1301
H  1.3326  1.1633  -0.6413  0.1468
H  0.0858  -1.6358  -1.5478  0.1288
H  1.8426  -1.4567  -1.0013  0.1711
H  -0.3850  -1.3199  3.3614  0.1333
H  1.0191  -1.7530  3.0258  0.0613
H  -0.4446  0.0972  1.3048  0.1288

## Properties
**HOMO energy (alpha / beta)**: -13.85 / -13.76 eV
**2S+1**: 2
**Total energy**: -380.86005 Eh
**<S²>**: 0.758
**Relative energy (zero: lowest compared OMol25 entry of this formula, charge and spin)**: 3.2567 eV
**HOMO-LUMO gap (alpha / beta)**: 9.431 / 5.075 eV
**Charge**: +1

=====

No. 8
C4H9NO3 | the ωB97M-V functional and the def2-TZVPD basis

Last column: Löwdin charge in e.
CARTESIAN COORDINATES (ANGSTROEM)
C  0.0365  1.2930  -1.6517  -0.0387
C  0.1215  -0.1205  -1.1404  -0.2161
O  -1.2572  -0.5643  -0.5541  0.0136
C  -0.6500  -0.8897  0.6430  -0.6509
O  -1.1241  -0.1728  1.7290  0.0687
O  -0.6763  -2.2647  0.8556  0.0716
C  0.8005  -0.3707  0.1931  -0.2457
N  1.3914  0.7506  0.8595  0.0674
H  1.0451  1.6694  -1.8138  0.0871
H  -0.5181  1.3223  -2.5856  0.0814
H  -0.4681  1.9274  -0.9265  0.0829
H  0.3893  -0.8383  -1.9167  0.1447
H  -2.0676  -0.0130  1.5995  0.1194
H  -0.9705  -2.4596  1.7536  0.1081
H  1.4976  -1.2081  0.1685  0.1467
H  1.7555  0.4698  1.7627  0.0839
H  0.6945  1.4690  1.0244  0.0758

## Properties
**HOMO energy**: -9.06 eV
**2S+1**: 1
**SMILES string**: C[C@@H]1OC(O)(O)[C@@H]1N
**Total energy**: -438.26883 Eh
**Relative energy (zero: lowest compared OMol25 entry of this formula, charge and spin)**: 1.6390 eV
**HOMO-LUMO gap**: 9.789 eV
**Charge**: 0

=====

F_max, record by record: 2.84 0.37 7.67 0.53 3.30 5.06 4.93 2.07 eV/Å